The following is a DFT calculation (the ωB97M-V functional and the def2-TZVPD basis) of a cluster of 12 separate species, C18H54O12 in total.

Geometry (Å):
C 1.287 -0.240 -4.213
C 0.622 0.169 -5.506
C -0.118 1.465 -5.581
O 0.724 -0.591 -6.501
H 0.510 -0.684 -3.590
H 1.703 0.564 -3.605
H 2.127 -0.927 -4.309
H -0.619 1.744 -4.654
H -0.950 1.467 -6.285
H 0.599 2.176 -5.990
C 1.263 4.708 3.595
C 0.134 3.828 3.419
C 0.417 2.415 3.105
O -1.037 4.268 3.526
H 0.960 5.682 3.979
H 1.842 4.804 2.676
H 1.833 4.079 4.279
H 1.359 2.340 2.562
H -0.368 2.079 2.427
H 0.309 1.668 3.891
C -1.195 -4.716 -2.766
C -2.314 -4.093 -1.928
C -2.061 -4.147 -0.411
O -3.331 -3.609 -2.441
H -1.635 -5.081 -3.693
H -0.610 -5.475 -2.247
H -0.447 -3.956 -2.992
H -1.367 -3.478 0.097
H -1.809 -5.180 -0.172
H -3.029 -3.976 0.059
C 2.229 -3.459 -0.381
O 2.812 -4.298 0.638
H 1.155 -3.294 -0.292
H 2.798 -2.529 -0.356
H 2.367 -3.869 -1.382
H 3.769 -4.240 0.687
C -0.543 -0.708 0.125
O 0.426 -0.800 -0.861
H -0.513 -1.472 0.902
H -0.518 0.260 0.625
H -1.558 -0.819 -0.257
H 1.188 -0.498 -0.361
C 2.186 -0.904 2.600
O 2.587 0.124 1.775
H 2.941 -1.657 2.824
H 1.842 -0.399 3.502
H 1.272 -1.355 2.213
H 3.412 0.484 2.107
C 1.808 2.934 -0.858
O 1.981 2.660 -2.182
H 2.563 2.519 -0.190
H 1.719 4.020 -0.829
H 0.818 2.642 -0.508
H 1.627 3.337 -2.764
C -2.647 1.204 -2.789
O -3.888 1.506 -2.218
H -2.755 1.179 -3.874
H -1.993 2.062 -2.627
H -2.125 0.371 -2.320
H -3.742 1.646 -1.280
C -3.400 3.291 0.554
O -2.986 2.050 0.299
H -3.667 3.820 -0.362
H -4.192 3.282 1.302
H -2.534 3.753 1.028
H -2.861 1.551 1.109
C -2.992 -0.330 3.187
O -3.433 1.034 2.718
H -2.727 -1.032 2.397
H -2.205 -0.206 3.930
H -3.852 -0.817 3.647
H -4.369 1.053 2.928
C 4.391 0.442 -1.056
O 4.278 0.991 -2.405
H 4.689 1.204 -0.336
H 3.398 0.245 -0.651
H 5.088 -0.392 -0.978
H 3.476 1.516 -2.456
C -0.595 -2.778 4.297
O -0.113 -1.628 4.885
H 0.271 -3.375 4.011
H -1.329 -3.289 4.920
H -1.111 -2.541 3.367
H 0.752 -1.795 5.266

Summary:
LUMO (eV): -0.04
DFT total energy (a.u.): -1620.84450
SMILES: CC(C)=O.CC(C)=O.CC(C)=O.CO.CO.CO.CO.CO.CO.CO.CO.CO
Gap between HOMO and LUMO (eV): 9.16
Charge: 0
Relative energy (zero: lowest compared OMol25 entry of this formula, charge and spin) (eV): 2.996